No. 1
16
Properties=species:S:1:pos:R:3 method="wB97M-V/def2-TZVPD" smiles="C=NO[C@H](C)OC" molar_mass_g_mol=103.12 relative_energy_kj_mol=375.3 charge=0 orbital_gap_ev=10.514
O -0.030 -0.367 0.596
O -0.333 1.681 -0.601
N -0.618 -1.707 0.708
C 0.515 2.202 0.402
C -0.191 -2.240 1.794
C 0.045 -0.379 -1.825
C -0.577 0.213 -0.571
H 0.520 -1.739 2.472
H -0.185 0.229 -2.705
H 0.069 2.077 1.393
H 0.636 3.275 0.220
H 1.135 -0.429 -1.725
H -1.668 0.107 -0.588
H 1.505 1.734 0.359
H -0.314 -1.399 -1.993
H -0.510 -3.258 2.065


No. 2
7
Properties=species:S:1:pos:R:3 method="wB97M-V/def2-TZVPD" molar_mass_g_mol=88.11 relative_energy_kj_mol=184.4 charge=+1 orbital_gap_ev="8.310 / 8.309"
S -2.826 -0.330 -0.004
O -2.902 1.095 0.001
N -0.223 0.096 0.020
C 0.530 0.971 0.025
C -1.192 -0.778 0.021
H -0.914 -1.817 0.052
H 1.258 1.735 -0.057


No. 3
43
Properties=species:S:1:pos:R:3 method="wB97M-V/def2-TZVPD" molar_mass_g_mol=308.42 charge=-1 orbital_gap_ev=4.864
S 1.614 3.842 2.559
O 0.802 1.108 1.861
O 2.668 -2.015 -0.338
O 0.822 -1.870 -1.626
N -0.496 -0.698 0.292
C 1.817 1.452 1.269
C 0.717 -1.026 0.653
C 2.148 5.499 2.104
C 1.494 -1.687 -0.490
C 1.839 2.978 0.978
C -1.607 -0.529 0.935
C -5.313 -0.697 -1.158
C 1.507 -2.785 -2.537
C -4.114 -0.432 0.933
C 0.879 -2.629 -3.892
C 3.105 0.761 1.039
C -2.888 -0.698 -1.158
C 1.084 -1.568 1.984
C -4.095 -0.782 -1.853
C -2.883 -0.517 0.239
C -5.316 -0.521 0.236
H 1.373 -3.805 -2.150
H 0.948 3.198 0.380
H -1.929 -0.806 -1.663
H 3.565 0.509 2.005
H 2.577 -2.543 -2.556
H 1.289 6.043 1.700
H -6.264 -0.465 0.775
H 2.475 5.984 3.029
H -1.633 -0.413 2.033
H -4.082 -0.926 -2.934
H 2.973 5.479 1.390
H 0.378 -2.357 2.291
H 1.239 -3.426 -4.547
H 1.059 -0.773 2.735
H 2.091 -1.991 1.919
H -4.093 -0.326 2.019
H 3.006 -0.157 0.455
H -0.213 -2.687 -3.848
H -6.258 -0.782 -1.700
H 1.167 -1.675 -4.345
H 2.758 3.315 0.497
H 3.790 1.417 0.487